{"formula": "C33H64FeNO5S2SbSi3", "method": "ωB97M-V with the def2-TZVPD basis set", "lumo_ha": [-0.0856, -0.2085], "relative_energy_kcal_mol": 61.56, "charge": 1, "energy_ha": -4895.41697, "multiplicity": 6, "gap_ev": [6.94, 3.77], "symbols": ["Fe", "C", "C", "C", "C", "C", "C", "C", "C", "C", "C", "H", "H", "H", "H", "H", "H", "H", "H", "H", "H", "H", "H", "H", "H", "H", "C", "C", "S", "O", "C", "C", "H", "H", "H", "H", "H", "H", "H", "H", "H", "H", "C", "Si", "C", "C", "Sb", "Si", "C", "C", "C", "Si", "C", "C", "C", "H", "H", "H", "H", "H", "H", "H", "H", "H", "H", "H", "H", "H", "H", "H", "H", "H", "H", "H", "H", "H", "H", "H", "H", "H", "H", "H", "C", "C", "C", "C", "C", "C", "C", "S", "O", "O", "N", "C", "C", "C", "O", "O", "H", "H", "H", "H", "H", "H", "H", "H", "H", "H", "H", "H"], "coordinates": [[0.118, 0.839, 1.504], [-1.222, 2.696, 2.953], [-1.252, 1.503, 3.722], [0.089, 1.132, 4.015], [0.948, 2.106, 3.446], [0.130, 3.084, 2.796], [0.603, 4.414, 2.305], [2.418, 2.231, 3.690], [0.478, 0.019, 4.929], [-2.450, 0.835, 4.299], [-2.401, 3.498, 2.515], [1.147, 4.916, 3.106], [-0.237, 5.034, 2.010], [1.278, 4.326, 1.460], [2.588, 2.700, 4.661], [2.899, 2.844, 2.933], [2.902, 1.256, 3.710], [0.461, 0.364, 5.964], [1.479, -0.341, 4.709], [-0.223, -0.805, 4.837], [-2.414, -0.238, 4.125], [-3.372, 1.222, 3.876], [-2.472, 1.000, 5.378], [-2.434, 4.444, 3.057], [-3.326, 2.964, 2.709], [-2.359, 3.727, 1.451], [3.275, -3.489, 2.804], [1.840, -3.646, 2.351], [1.274, -2.469, 1.024], [0.862, -1.237, 1.753], [2.877, -1.943, 0.203], [3.386, -0.633, 0.766], [3.447, -4.066, 3.709], [3.494, -2.450, 3.024], [3.972, -3.857, 2.056], [1.144, -3.455, 3.169], [1.651, -4.644, 1.959], [2.589, -1.818, -0.842], [3.609, -2.740, 0.273], [2.542, 0.038, 0.968], [4.035, -0.141, 0.046], [3.939, -0.779, 1.691], [5.052, 1.343, -2.549], [3.597, 0.405, -3.370], [3.426, 1.098, -5.137], [4.125, -1.431, -3.459], [1.221, 0.558, -2.108], [1.204, 3.186, -1.864], [1.775, 4.147, -3.417], [-0.439, 3.923, -1.270], [2.589, 3.332, -0.545], [-0.214, -1.128, -3.608], [-2.112, -0.972, -3.582], [0.438, -1.074, -5.406], [0.265, -2.777, -2.754], [5.992, 0.936, -2.908], [5.067, 1.266, -1.467], [5.045, 2.398, -2.806], [4.349, 0.947, -5.687], [3.218, 2.161, -5.139], [2.634, 0.614, -5.693], [4.976, -1.536, -4.124], [3.337, -2.072, -3.839], [4.430, -1.809, -2.489], [1.084, 4.027, -4.245], [2.762, 3.845, -3.749], [1.821, 5.205, -3.179], [-1.142, 4.041, -2.086], [-0.278, 4.899, -0.829], [-0.893, 3.280, -0.525], [3.544, 2.973, -0.916], [2.340, 2.752, 0.345], [2.737, 4.367, -0.251], [-2.450, 0.055, -3.667], [-2.500, -1.384, -2.656], [-2.551, -1.535, -4.402], [0.294, -0.098, -5.856], [-0.084, -1.796, -6.026], [1.495, -1.317, -5.446], [-0.066, -2.772, -1.719], [1.339, -2.935, -2.765], [-0.194, -3.628, -3.246], [-1.559, -5.107, 0.791], [-2.718, -4.160, 0.688], [-3.491, -4.092, -0.468], [-4.560, -3.214, -0.553], [-4.864, -2.406, 0.526], [-4.114, -2.466, 1.685], [-3.040, -3.335, 1.762], [-6.296, -1.323, 0.473], [-6.688, -1.069, 1.824], [-7.238, -1.838, -0.474], [-5.789, 0.124, -0.178], [-4.594, 0.763, 0.306], [-3.411, 0.579, -0.657], [-2.068, 0.518, 0.049], [-1.045, 0.986, -0.546], [-1.975, 0.008, 1.177], [-1.696, -5.977, 0.153], [-1.438, -5.460, 1.813], [-0.640, -4.598, 0.495], [-3.267, -4.747, -1.297], [-5.184, -3.172, -1.430], [-4.397, -1.853, 2.525], [-2.461, -3.392, 2.671], [-5.943, 0.169, -1.169], [-4.365, 0.305, 1.269], [-4.793, 1.827, 0.469], [-3.375, 1.371, -1.406], [-3.541, -0.375, -1.175]], "mulliken_spin": [3.723, 0.023, -0.003, 0.038, 0.100, 0.082, 0.015, 0.001, 0.013, 0.002, 0.002, 0.002, 0.000, 0.001, 0.000, 0.000, 0.002, 0.002, 0.001, 0.003, 0.003, 0.000, 0.004, 0.003, 0.001, 0.003, 0.001, 0.002, 0.014, -0.034, 0.070, 0.029, 0.000, 0.001, 0.000, 0.001, 0.000, -0.019, 0.004, 0.044, -0.031, 0.003, -0.003, 0.043, 0.064, 0.000, 0.695, 0.013, 0.017, -0.003, 0.002, 0.025, -0.002, 0.031, 0.010, -0.001, 0.001, 0.000, 0.007, -0.005, -0.011, -0.001, -0.001, 0.002, 0.004, 0.002, 0.003, 0.001, -0.001, -0.006, 0.002, 0.013, -0.003, 0.002, 0.000, 0.001, 0.000, 0.003, 0.000, 0.005, 0.005, -0.001, 0.000, 0.000, 0.000, 0.001, 0.001, 0.001, -0.002, 0.000, 0.000, 0.000, 0.001, 0.003, 0.008, -0.142, 0.034, 0.080, 0.000, 0.000, 0.000, 0.000, 0.000, 0.000, 0.000, 0.000, -0.002, 0.000, 0.001, 0.001]}



{"formula": "C33H64N5O6P2", "method": "ωB97M-V with the def2-TZVPD basis set", "lumo_ha": -0.1552, "charge": 1, "energy_ha": -2703.06100, "gap_ev": 7.91, "symbols": ["C", "O", "C", "C", "C", "C", "C", "C", "C", "P", "C", "C", "C", "O", "C", "C", "O", "P", "O", "O", "O", "H", "H", "H", "H", "H", "H", "H", "H", "H", "H", "H", "H", "H", "H", "H", "H", "H", "H", "H", "H", "H", "H", "H", "H", "H", "H", "H", "H", "H", "C", "C", "C", "C", "N", "H", "H", "H", "H", "H", "H", "H", "C", "C", "C", "C", "N", "H", "H", "H", "H", "H", "H", "H", "C", "C", "C", "C", "N", "H", "H", "H", "H", "H", "H", "H", "C", "C", "C", "C", "N", "H", "H", "H", "H", "H", "H", "H", "C", "C", "C", "C", "N", "H", "H", "H", "H", "H", "H", "H"], "coordinates": [[0.733, 2.530, 3.841], [1.242, 1.414, 3.022], [0.631, 1.417, 1.679], [1.671, 2.011, 0.516], [1.170, 3.498, -0.062], [0.259, 3.176, -1.425], [-0.813, 4.403, -1.767], [-2.275, 3.877, -1.148], [-3.034, 2.814, -2.137], [-3.560, 1.169, -1.278], [-3.525, 1.232, 0.629], [-4.116, -0.097, 1.384], [-5.713, 0.037, 1.830], [-5.845, 0.580, 3.208], [-5.868, 2.053, 3.202], [-7.090, 3.006, 2.655], [-4.767, 2.684, 3.656], [-2.349, -0.409, -2.176], [-2.434, -0.179, -3.770], [-0.634, -0.305, -1.791], [-2.921, -2.030, -1.900], [-0.420, 2.735, 3.689], [1.305, 3.521, 3.578], [0.928, 2.283, 4.968], [0.347, 0.282, 1.446], [-0.361, 2.036, 1.597], [2.785, 2.064, 0.903], [1.654, 1.217, -0.352], [0.541, 4.074, 0.761], [2.163, 4.086, -0.317], [-0.383, 2.221, -1.138], [0.948, 2.993, -2.354], [-0.490, 5.336, -1.133], [-0.940, 4.607, -2.912], [-3.012, 4.796, -1.008], [-2.029, 3.477, -0.076], [-4.000, 3.323, -2.583], [-2.312, 2.596, -3.056], [-4.947, 0.913, -1.686], [-4.191, 2.162, 0.966], [-2.428, 1.485, 1.015], [-3.943, -1.107, 0.819], [-3.522, -0.196, 2.414], [-6.347, 0.643, 1.052], [-6.117, -1.084, 1.879], [-6.623, 4.059, 2.345], [-7.926, 3.190, 3.455], [-7.557, 2.552, 1.673], [-0.496, -0.284, -0.798], [-3.401, -2.131, -1.027], [-0.718, 7.770, -4.985], [-1.430, 8.108, -3.678], [-0.618, 9.048, -2.785], [0.704, 8.393, -2.418], [1.801, 7.850, -2.113], [0.222, 7.238, -4.807], [-1.347, 7.120, -5.602], [-0.499, 8.677, -5.558], [-1.644, 7.177, -3.140], [-2.393, 8.576, -3.909], [-1.175, 9.271, -1.869], [-0.420, 9.994, -3.301], [4.432, -2.076, 5.491], [3.956, -0.811, 6.199], [3.584, 0.310, 5.226], [4.798, 0.693, 4.394], [5.804, 1.010, 3.705], [5.345, -1.897, 4.914], [4.659, -2.858, 6.223], [3.662, -2.458, 4.811], [4.745, -0.467, 6.879], [3.084, -1.055, 6.815], [3.237, 1.189, 5.780], [2.777, -0.011, 4.559], [-1.329, -4.695, -4.022], [-0.650, -6.055, -3.895], [-1.439, -7.035, -3.024], [-1.581, -6.473, -1.619], [-1.698, -6.007, -0.453], [-1.415, -4.194, -3.053], [-0.745, -4.039, -4.676], [-2.333, -4.796, -4.449], [0.354, -5.913, -3.479], [-0.526, -6.485, -4.895], [-0.920, -7.997, -2.976], [-2.436, -7.208, -3.445], [3.176, -2.659, -4.332], [3.625, -3.155, -2.961], [4.282, -4.536, -3.014], [3.294, -5.555, -3.557], [2.473, -6.401, -4.006], [2.413, -3.312, -4.768], [2.739, -1.659, -4.250], [4.022, -2.606, -5.027], [2.756, -3.182, -2.292], [4.335, -2.437, -2.538], [4.598, -4.840, -2.011], [5.169, -4.516, -3.658], [3.703, -5.156, 2.116], [3.835, -6.362, 3.040], [2.637, -6.528, 3.977], [2.504, -5.299, 4.862], [2.393, -4.280, 5.596], [3.661, -4.218, 2.678], [4.566, -5.094, 1.446], [2.799, -5.230, 1.501], [4.756, -6.259, 3.627], [3.942, -7.266, 2.431], [2.774, -7.412, 4.608], [1.714, -6.660, 3.402]], "lowdin_charge": [-0.106, -0.257, -0.217, -0.152, -0.179, -0.192, -0.182, -0.245, -0.303, 0.965, -0.331, -0.177, -0.165, -0.099, -0.290, -0.017, -0.024, 0.598, -0.366, -0.206, -0.198, 0.100, 0.109, 0.102, 0.123, 0.086, 0.132, 0.100, 0.117, 0.126, 0.074, 0.130, 0.116, 0.113, 0.123, 0.090, 0.117, 0.122, 0.072, 0.119, 0.091, 0.096, 0.155, 0.125, 0.156, 0.113, 0.110, 0.084, 0.063, 0.069, -0.113, -0.281, -0.192, -0.168, 0.105, 0.070, 0.073, 0.082, 0.086, 0.111, 0.113, 0.120, -0.144, -0.267, -0.203, -0.165, 0.096, 0.069, 0.068, 0.034, 0.113, 0.111, 0.106, 0.099, -0.113, -0.289, -0.186, -0.166, 0.080, 0.049, 0.072, 0.079, 0.056, 0.113, 0.117, 0.115, -0.111, -0.277, -0.186, -0.130, 0.121, 0.065, 0.071, 0.081, 0.107, 0.111, 0.110, 0.120, -0.114, -0.272, -0.188, -0.133, 0.120, 0.061, 0.070, 0.076, 0.115, 0.111, 0.115, 0.117]}



Values for F_max, hartree/bohr, ordered as above
0.0447; 0.1975